(1)
DFT (wB97M-V/def2-TZVPD) results for a 2-piece molecular cluster, C5H9NO overall in a non-equilibrium geometry.

Orbital gap (eV): 8.64
Relative energy (zero: lowest compared OMol25 entry of this formula, charge and spin) (kJ/mol): 481.2

```
! RIJCOSX wB97M-V def2-TZVPD def2/J DEFGRID3
* xyz 0 1
C -1.50 -0.61 1.06
C 0.46 1.05 -0.64
C -0.15 0.20 -1.68
C 1.54 0.42 0.12
O 1.74 -0.98 -0.06
C -1.51 0.84 1.26
N -1.60 1.97 1.49
H -0.49 -1.01 0.90
H -1.93 -1.07 1.95
H -2.11 -0.87 0.19
H -1.16 0.51 -1.96
H -0.07 -0.90 -1.59
H 0.49 0.50 -2.53
H 2.40 1.00 -0.24
H 1.43 0.68 1.18
H 2.54 -1.24 0.41
*
```

***

(2)
DFT (wB97M-V/def2-TZVPD) results for C14H31N4O6V as an isolated structure in a non-equilibrium geometry.

Orbital gap (spin up / spin down) (eV): 7.77 / 7.67
Expectation value of S²: 3.757

```
! RIJCOSX wB97M-V def2-TZVPD def2/J DEFGRID3
* xyz 1 4
V 2.31 10.31 -26.87
C 1.63 7.15 -29.36
C 2.03 8.23 -28.41
O 2.74 9.22 -28.76
O 1.48 8.32 -27.26
H 2.25 6.28 -29.17
H 1.77 7.45 -30.40
H 0.57 6.94 -29.20
C -0.88 10.98 -27.78
O 0.23 11.22 -27.29
N -1.11 10.70 -29.04
C -2.44 10.39 -29.55
C -0.01 10.57 -30.02
H -1.79 11.02 -27.16
H -2.68 11.02 -30.40
H -3.12 10.56 -28.72
H -2.52 9.33 -29.82
H -0.02 9.51 -30.29
H -0.31 11.12 -30.92
H 0.92 10.92 -29.61
C 5.66 10.43 -27.24
O 4.47 10.54 -26.91
N 6.55 11.39 -27.25
C 6.28 12.77 -26.94
C 8.00 11.05 -27.29
H 6.09 9.47 -27.56
H 6.80 13.49 -27.56
H 6.55 13.03 -25.91
H 5.20 12.92 -26.96
H 8.28 10.79 -26.27
H 8.19 10.22 -27.97
H 8.56 11.93 -27.60
C -1.02 5.99 -32.91
O -0.73 6.41 -34.00
N -2.00 6.49 -32.11
C -2.28 5.94 -30.79
C -2.89 7.51 -32.56
H -0.56 5.11 -32.42
H -1.69 5.06 -30.57
H -3.34 5.68 -30.75
H -2.09 6.71 -30.03
H -2.54 7.95 -33.50
H -3.91 7.17 -32.80
H -2.96 8.34 -31.86
C -2.86 4.28 -26.77
O -2.58 4.18 -27.94
N -2.23 5.08 -25.89
C -2.73 5.31 -24.54
C -1.14 5.93 -26.30
H -3.72 3.76 -26.31
H -3.39 6.19 -24.57
H -1.89 5.63 -23.92
H -3.27 4.48 -24.10
H -0.80 5.67 -27.31
H -1.44 6.98 -26.40
H -0.29 5.88 -25.63
*
```